Formula: C2H4N4O2S
Source: OMol25
Level of theory: ωB97M-V/def2-TZVPD

Results
HOMO energy in eV: -10.37
Structure (SMILES): NS(=O)(=O)n1ccnn1
Frontier orbital gap in eV: 10.8
Total charge: 0
Energy relative to the best compared isomer or geometry (same formula, charge and spin) in eV: 1.037

```
13
Properties=species:S:1:pos:R:3:forces:R:3
N -1.800650 -0.357981 1.358796 1.78 2.10 -0.03
S -1.377971 0.325626 -0.116933 -0.78 -2.58 0.05
O -1.733853 1.670817 -0.115991 -0.38 2.34 -0.16
O -1.847312 -0.589861 -1.122790 1.15 0.75 0.60
N 0.345834 0.317050 -0.100476 -0.10 -3.76 -3.73
C 1.066976 -0.552731 -0.935460 0.20 0.01 -0.07
C 2.379464 -0.328799 -0.585129 -0.75 -1.09 -0.74
N 2.394716 0.580672 0.384782 -0.62 1.38 0.72
N 1.176594 0.968720 0.607060 1.12 2.43 3.45
H -2.757416 -0.617238 1.291579 -1.02 -0.63 -0.35
H -1.796075 0.504061 1.938017 0.10 -0.91 0.25
H 0.625508 -1.151792 -1.713721 -0.19 -0.02 0.26
H 3.324189 -0.768547 -0.889732 -0.51 -0.02 -0.26
```
Positions in Å, forces in eV/Å.

natural (NBO) population analysis, charges in e, atoms 1 to 4: -1.01, 2.41, -0.90, -0.90